The following is a quantum chemistry calculation of a 10-piece molecular cluster, C57H73F9NO35PS3 overall, from the OMol25 dataset.

Bonds (Å) are listed after each position.
Positions of all 179 atoms, in Å:
1 C 1.376 -1.891 7.414  C2 1.650, H44 1.191, H45 1.172, H46 1.186
2 C 2.005 -0.548 6.693  C1 1.650, C3 1.656, H47 1.173, H48 1.188
3 C 2.475 -0.796 5.124  C2 1.656, O4 1.481, H49 1.174, H50 1.172
4 O 1.727 0.179 4.298  C3 1.481, C5 1.500
5 C 1.214 -0.576 3.108  O4 1.500, C6 1.636, C19 1.660
6 C 0.006 -1.674 3.229  C5 1.636, C7 1.673, N43 1.519
7 C -0.493 -2.526 1.879  C6 1.673, C8 1.653, S28 1.912
8 C 0.145 -2.309 0.370  C7 1.653, P9 1.948, C13 1.674
9 P -0.475 -3.354 -1.153  C8 1.948, O10 1.778, O11 1.766, S12 1.945
10 O 0.841 -3.692 -2.299  P9 1.778, H51 1.022
11 O -1.048 -4.956 -0.680  P9 1.766, H52 1.020
12 S -1.975 -2.409 -1.954  P9 1.945
13 C 1.341 -1.145 0.233  C8 1.674, C14 1.647, C19 1.671
14 C 1.959 -0.859 -1.266  C13 1.647, C15 1.673, H53 1.170, H54 1.195
15 C 2.272 0.759 -1.556  C14 1.673, C16 1.666, H55 1.184, H56 1.178
16 C 1.510 1.304 -2.934  C15 1.666, O17 1.483, H57 1.187, H58 1.172
17 O 0.038 1.321 -2.755  C16 1.483, C18 1.480
18 C -0.464 2.709 -2.639  O17 1.480, H59 1.188, H60 1.186, H61 1.172
19 C 1.858 -0.332 1.598  C5 1.660, C13 1.671, O20 1.501
20 O 2.960 0.687 1.565  C19 1.501, C21 1.496
21 C 4.180 -0.129 1.268  O20 1.496, C22 1.659, H62 1.182, H63 1.190
22 C 5.455 0.290 2.243  C21 1.659, C23 1.641, C24 1.645, H64 1.190
23 C 6.172 1.707 1.830  C22 1.641, H65 1.170, H66 1.175, H67 1.187
24 C 6.570 -0.917 2.337  C22 1.645, C25 1.641, H68 1.178, H69 1.186
25 C 7.414 -1.183 0.955  C24 1.641, C26 1.642, C27 1.663, H70 1.181
26 C 6.609 -2.053 -0.181  C25 1.642, H71 1.191, H72 1.188, H73 1.179
27 C 8.750 -2.074 1.388  C25 1.663, H74 1.179, H75 1.189, H76 1.171
28 S -1.912 -3.746 2.268  C7 1.912, C29 1.912
29 C -3.012 -2.689 3.420  S28 1.912, C30 1.650, C42 1.673
30 C -4.655 -2.635 3.283  C29 1.650, C31 1.654, C39 1.669
31 C -5.341 -3.543 2.083  C30 1.654, C32 1.662, H77 1.194, H78 1.170
32 C -6.897 -3.080 1.726  C31 1.662, C33 1.652, H79 1.172, H80 1.173
33 C -7.063 -3.261 0.092  C32 1.652, C34 1.638, H81 1.190, H82 1.181
34 C -8.601 -3.125 -0.455  C33 1.638, S35 1.879, H83 1.177, H84 1.191
35 S -8.571 -2.773 -2.300  C34 1.879, O36 1.575, O37 1.566, O38 1.730
36 O -8.956 -1.270 -2.571  S35 1.575
37 O -9.502 -3.711 -3.141  S35 1.566
38 O -6.968 -2.946 -2.926  S35 1.730, H85 1.018
39 C -5.559 -1.664 4.296  C30 1.669, C40 1.655, H86 1.190
40 C -4.694 -0.812 5.422  C39 1.655, C41 1.657, H87 1.192
41 C -3.044 -0.861 5.567  C40 1.657, C42 1.656, H88 1.188
42 C -2.145 -1.801 4.543  C29 1.673, C41 1.656, N43 1.518
43 N -0.630 -1.890 4.592  C6 1.519, C42 1.518, H89 1.048
44 H 0.320 -1.567 7.858  C1 1.191
45 H 2.047 -2.299 8.284  C1 1.172
46 H 1.131 -2.762 6.647  C1 1.186
47 H 2.899 -0.185 7.360  C2 1.173
48 H 1.176 0.302 6.689  C2 1.188
49 H 2.279 -1.918 4.842  C3 1.174
50 H 3.627 -0.609 5.015  C3 1.172
51 H 0.438 -3.376 -3.183  O10 1.022
52 H -0.424 -5.350 0.025  O11 1.020
53 H 2.858 -1.554 -1.542  C14 1.170
54 H 1.098 -1.115 -2.054  C14 1.195
55 H 1.746 1.333 -0.664  C15 1.184
56 H 3.427 0.987 -1.590  C15 1.178
57 H 1.718 0.550 -3.827  C16 1.187
58 H 1.970 2.347 -3.210  C16 1.172
59 H -1.409 2.744 -1.919  C18 1.188
60 H -0.743 3.139 -3.708  C18 1.186
61 H 0.358 3.370 -2.130  C18 1.172
62 H 4.431 -0.055 0.116  C21 1.182
63 H 3.963 -1.278 1.491  C21 1.190
64 H 4.998 0.444 3.331  C22 1.190
65 H 6.051 1.995 0.702  C23 1.170
66 H 7.321 1.588 2.043  C23 1.175
67 H 5.724 2.533 2.556  C23 1.187
68 H 5.979 -1.896 2.619  C24 1.178
69 H 7.372 -0.753 3.195  C24 1.186
70 H 7.806 -0.170 0.491  C25 1.181
71 H 7.413 -2.742 -0.728  C26 1.191
72 H 6.209 -1.320 -1.026  C26 1.188
73 H 5.759 -2.749 0.248  C26 1.179
74 H 9.365 -1.509 2.220  C27 1.179
75 H 8.446 -3.141 1.817  C27 1.189
76 H 9.445 -2.258 0.464  C27 1.171
77 H -4.717 -3.282 1.099  C31 1.194
78 H -5.230 -4.698 2.235  C31 1.170
79 H -7.126 -1.962 1.995  C32 1.172
80 H -7.595 -3.855 2.264  C32 1.173
81 H -6.350 -2.456 -0.418  C33 1.190
82 H -6.645 -4.317 -0.231  C33 1.181
83 H -9.260 -4.088 -0.309  C34 1.177
84 H -9.213 -2.230 0.039  C34 1.191
85 H -6.948 -3.735 -3.569  O38 1.018
86 H -6.742 -1.568 4.215  C39 1.190
87 H -5.272 -0.111 6.193  C40 1.192
88 H -2.443 -0.250 6.390  C41 1.188
89 H -0.318 -1.156 5.271  N43 1.048
90 O -2.831 -0.609 10.406  C91 1.220
91 C -2.156 -1.586 10.683  O90 1.220, O92 1.368, O96 1.363
92 O -2.534 -2.553 11.574  C91 1.368, C93 1.413
93 C -1.548 -3.563 11.510  O92 1.413, C94 1.491, H97 1.095, H98 1.093
94 C -0.363 -2.826 10.986  C93 1.491, F95 1.352, O96 1.410, H99 1.095
95 F 0.413 -3.635 10.231  C94 1.352
96 O -0.929 -1.845 10.148  C91 1.363, C94 1.410
97 H -1.886 -4.357 10.835  C93 1.095
98 H -1.366 -3.997 12.497  C93 1.093
99 H 0.243 -2.344 11.760  C94 1.095
100 O 9.601 3.155 0.410  C101 1.220
101 C 8.925 4.144 0.176  O100 1.220, O102 1.368, O106 1.363
102 O 9.396 5.262 -0.457  C101 1.368, C103 1.413
103 C 8.282 6.110 -0.649  O102 1.413, C104 1.491, H107 1.095, H108 1.093
104 C 7.338 5.650 0.409  C103 1.491, F105 1.352, O106 1.410, H109 1.095
105 F 6.055 5.798 0.009  C104 1.352
106 O 7.613 4.272 0.519  C101 1.363, C104 1.410
107 H 7.887 5.967 -1.661  C103 1.095
108 H 8.562 7.160 -0.528  C103 1.093
109 H 7.484 6.133 1.381  C104 1.095
110 O -3.430 5.771 -1.501  C111 1.220
111 C -4.202 4.827 -1.534  O110 1.220, O112 1.368, O116 1.363
112 O -3.961 3.663 -2.212  C111 1.368, C113 1.413
113 C -5.024 2.788 -1.893  O112 1.413, C114 1.491, H117 1.095, H118 1.093
114 C -6.109 3.729 -1.492  C113 1.491, F115 1.352, O116 1.410, H119 1.095
115 F -6.904 3.175 -0.551  C114 1.352
116 O -5.411 4.805 -0.907  C111 1.363, C114 1.410
117 H -4.716 2.125 -1.078  C113 1.095
118 H -5.302 2.177 -2.756  C113 1.093
119 H -6.717 4.094 -2.327  C114 1.095
120 O 3.915 0.309 -6.911  C121 1.220
121 C 3.143 -0.635 -6.944  O120 1.220, O122 1.368, O126 1.363
122 O 3.384 -1.799 -7.622  C121 1.368, C123 1.413
123 C 2.321 -2.674 -7.303  O122 1.413, C124 1.491, H127 1.095, H128 1.093
124 C 1.237 -1.733 -6.902  C123 1.491, F125 1.352, O126 1.410, H129 1.095
125 F 0.441 -2.287 -5.960  C124 1.352
126 O 1.934 -0.657 -6.317  C121 1.363, C124 1.410
127 H 2.629 -3.337 -6.488  C123 1.095
128 H 2.043 -3.285 -8.166  C123 1.093
129 H 0.628 -1.368 -7.737  C124 1.095
130 O -0.251 -1.803 -9.362  C131 1.220
131 C -0.927 -0.815 -9.596  O130 1.220, O132 1.368, O136 1.363
132 O -0.456 0.304 -10.228  C131 1.368, C133 1.413
133 C -1.570 1.152 -10.421  O132 1.413, C134 1.491, H137 1.095, H138 1.093
134 C -2.514 0.692 -9.363  C133 1.491, F135 1.352, O136 1.410, H139 1.095
135 F -3.797 0.839 -9.763  C134 1.352
136 O -2.239 -0.686 -9.253  C131 1.363, C134 1.410
137 H -1.965 1.008 -11.432  C133 1.095
138 H -1.289 2.201 -10.300  C133 1.093
139 H -2.368 1.175 -8.391  C134 1.095
140 O -3.724 1.814 14.716  C141 1.220
141 C -4.491 1.495 13.823  O140 1.220, O142 1.368, O146 1.363
142 O -4.978 0.229 13.646  C141 1.368, C143 1.413
143 C -5.925 0.308 12.599  O142 1.413, C144 1.491, H147 1.095, H148 1.093
144 C -5.491 1.529 11.863  C143 1.491, F145 1.352, O146 1.410, H149 1.095
145 F -6.551 2.161 11.310  C144 1.352
146 O -4.962 2.354 12.876  C141 1.363, C144 1.410
147 H -6.929 0.404 13.025  C143 1.095
148 H -5.893 -0.588 11.974  C143 1.093
149 H -4.727 1.346 11.101  C144 1.095
150 O -10.351 8.346 0.002  C151 1.220
151 C -10.060 7.203 0.312  O150 1.220, O152 1.368, O156 1.363
152 O -9.232 6.396 -0.419  C151 1.368, C153 1.413
153 C -9.050 5.218 0.339  O152 1.413, C154 1.491, H157 1.095, H158 1.093
154 C -10.261 5.203 1.209  C153 1.491, F155 1.352, O156 1.410, H159 1.095
155 F -9.991 4.628 2.402  C154 1.352
156 O -10.528 6.570 1.424  C151 1.363, C154 1.410
157 H -8.119 5.293 0.911  C153 1.095
158 H -8.993 4.339 -0.309  C153 1.093
159 H -11.134 4.724 0.753  C154 1.095
160 O 2.548 -5.916 -10.820  C161 1.220
161 C 3.535 -5.200 -10.856  O160 1.220, O162 1.368, O166 1.363
162 O 3.793 -4.203 -9.956  C161 1.368, C163 1.413
163 C 5.080 -3.708 -10.265  O162 1.413, C164 1.491, H167 1.095, H168 1.093
164 C 5.235 -4.085 -11.699  C163 1.491, F165 1.352, O166 1.410, H169 1.095
165 F 6.530 -4.340 -11.993  C164 1.352
166 O 4.511 -5.290 -11.803  C161 1.363, C164 1.410
167 H 5.820 -4.191 -9.618  C163 1.095
168 H 5.132 -2.627 -10.112  C163 1.093
169 H 4.831 -3.350 -12.403  C164 1.095
170 O 7.829 4.619 -5.096  C171 1.220
171 C 7.061 4.300 -5.989  O170 1.220, O172 1.368, O176 1.363
172 O 6.574 3.034 -6.165  C171 1.368, C173 1.413
173 C 5.628 3.113 -7.212  O172 1.413, C174 1.491, H177 1.095, H178 1.093
174 C 6.062 4.334 -7.949  C173 1.491, F175 1.352, O176 1.410, H179 1.095
175 F 5.002 4.966 -8.502  C174 1.352
176 O 6.591 5.159 -6.935  C171 1.363, C174 1.410
177 H 4.623 3.209 -6.787  C173 1.095
178 H 5.660 2.217 -7.838  C173 1.093
179 H 6.826 4.151 -8.711  C174 1.095

Properties
SMILES	CCCOc1c2c(c(P(O)(O)=S)c(CCCOC)c1OC[C@H](C)CC(C)C)Sc1c(CCCCS(=O)(=O)O)cccc1N2.O=C1OC[C@@H](F)O1.O=C1OC[C@@H](F)O1.O=C1OC[C@@H](F)O1.O=C1OC[C@@H](F)O1.O=C1OC[C@@H](F)O1.O=C1OC[C@@H](F)O1.O=C1OC[C@@H](F)O1.O=C1OC[C@@H](F)O1.O=C1OC[C@@H](F)O1
gap between HOMO and LUMO	7.36	eV
net charge	0
HOMO energy	-7.964	eV